# 1
The following is a DFT calculation (ωB97M-V with the def2-TZVPD basis set) of C34H44BClIMgN9O5S3 as an isolated structure.

Computed properties:
**Lowest unoccupied orbital energy**: 0.10 eV
**HOMO energy**: -7.5 eV
**Energy above the lowest of the compared OMol25 structures with the same formula, charge and spin**: 0.0 kcal/mol
**Energy**: -118880.27118 eV
**Frontier orbital gap**: 7.64 eV

```
99
Properties=species:S:1:pos:R:3:forces:R:3:lowdin_charge:R:1
Mg -0.96018 -1.05012 -0.02870 0.46 -0.22 0.10 0.38
C 0.88319 -0.35013 4.84569 0.10 -0.02 -0.14 -0.04
C 2.08058 0.47866 4.35265 -0.02 0.03 -0.09 -0.53
C 1.74985 1.97279 4.27712 0.05 -0.06 -0.05 -0.04
C 3.22391 0.29333 5.34730 0.10 -0.03 -0.02 -0.06
N 2.53865 -0.01367 3.00577 -0.04 -0.06 0.13 0.02
C 3.82152 -0.49971 2.75528 -0.14 0.11 0.14 -0.04
C 3.84312 -0.93489 1.48605 -0.10 -0.10 -0.08 -0.07
N 2.59220 -0.72644 0.94286 0.02 0.03 -0.13 0.00
B 2.25584 -1.16659 -0.49831 -0.05 0.07 0.05 -0.57
N 1.97131 0.16571 -1.32568 0.11 -0.27 -0.35 0.06
C 3.06984 1.00913 -1.44748 -0.09 -0.21 0.15 -0.06
C 2.77578 1.96749 -2.33400 -0.19 0.12 -0.11 -0.06
N 1.47870 1.74141 -2.78352 0.18 -0.18 -0.30 0.02
C 0.99748 0.61763 -2.15744 0.23 0.48 0.40 -0.62
S -0.60816 0.04158 -2.26384 0.20 -0.14 -0.26 0.78
C 0.82446 2.55201 -3.87419 -0.10 0.03 0.05 -0.52
C 1.81217 3.61484 -4.35056 0.07 0.03 0.08 -0.05
C -0.41466 3.26833 -3.33044 0.14 0.00 -0.09 -0.03
C 0.48932 1.65638 -5.07190 0.05 -0.06 0.15 -0.04
N 1.13293 -2.25521 -0.60408 -0.24 -0.35 0.20 -0.01
C 0.81281 -2.72175 -1.89860 0.25 0.09 0.40 -0.11
C 0.24035 -3.91523 -1.78340 -0.15 -0.18 0.21 -0.05
N 0.21116 -4.26899 -0.42557 0.17 -0.15 -0.06 0.00
C 0.87818 -3.31299 0.30356 0.03 0.07 -0.44 -0.71
S 1.36134 -3.37232 1.91133 -0.14 -0.06 -0.23 0.71
C -0.33842 -5.63037 -0.06914 0.04 0.11 -0.05 -0.53
C 0.62553 -6.68135 -0.62245 0.05 0.05 -0.01 -0.03
C -1.71506 -5.74427 -0.73882 0.02 0.09 -0.07 -0.03
C -0.53412 -5.88252 1.42295 0.02 0.18 0.03 -0.08
C 1.79818 -0.16178 1.87219 0.33 -0.03 0.22 -0.65
S 0.18205 0.37061 1.62791 0.05 0.04 0.08 0.76
H 0.79540 -0.24559 5.92980 0.01 0.03 -0.08 0.09
H 1.02539 -1.40592 4.60458 0.02 0.03 0.03 0.08
H -0.04581 -0.02372 4.38850 -0.02 0.01 -0.05 0.04
H 1.40635 2.31319 5.25843 0.04 -0.04 -0.09 0.09
H 0.96775 2.17346 3.54814 -0.02 -0.01 -0.02 0.05
H 2.64210 2.54647 4.00543 -0.10 -0.06 0.02 0.09
H 2.88188 0.64622 6.31922 0.01 0.00 -0.01 0.09
H 4.10262 0.88156 5.07160 -0.05 -0.04 0.04 0.09
H 3.50748 -0.75684 5.44875 -0.02 0.06 0.02 0.09
H 4.60372 -0.49745 3.49206 -0.11 -0.01 -0.08 0.11
H 4.63373 -1.40902 0.92548 -0.15 0.08 0.06 0.13
H 3.26799 -1.64488 -0.95470 -0.02 0.07 0.02 0.13
H 3.97041 0.85321 -0.87366 -0.11 -0.03 -0.09 0.12
H 3.37144 2.80504 -2.64846 -0.09 -0.10 -0.03 0.12
H 2.07702 4.31411 -3.55242 -0.04 -0.04 -0.06 0.09
H 1.33109 4.18458 -5.14543 0.01 -0.01 0.02 0.09
H 2.72080 3.16748 -4.75872 -0.02 0.04 -0.01 0.09
H -0.12891 3.95745 -2.52992 0.01 -0.19 -0.54 0.07
H -1.14509 2.56004 -2.94340 0.02 0.00 -0.04 0.05
H -0.87989 3.84479 -4.13325 0.03 -0.05 -0.02 0.10
H 1.40554 1.23538 -5.49551 -0.06 0.00 0.02 0.09
H -0.00361 2.25765 -5.83991 0.06 -0.02 0.07 0.09
H -0.18053 0.84574 -4.79515 -0.01 -0.01 0.02 0.04
H 1.05666 -2.16768 -2.78391 -0.12 0.13 0.03 0.11
H -0.17918 -4.53787 -2.55311 0.07 0.00 0.08 0.12
H 0.77997 -6.56028 -1.69612 -0.02 -0.02 0.02 0.08
H 0.22307 -7.68135 -0.44391 0.02 0.06 0.00 0.09
H 1.59287 -6.59923 -0.12310 -0.03 -0.02 -0.02 0.09
H -1.65001 -5.81730 -1.82587 -0.03 0.00 0.07 0.08
H -2.32423 -4.87272 -0.48751 0.00 -0.06 -0.01 0.08
H -2.21755 -6.64326 -0.37954 0.03 0.02 -0.03 0.09
H 0.40783 -5.94326 1.95536 0.04 0.02 0.03 0.04
H -1.05970 -6.83731 1.52214 0.04 0.10 -0.03 0.09
H -1.12934 -5.09465 1.88203 0.01 -0.01 0.01 0.06
O -6.21173 1.76240 -2.26707 0.33 -1.34 0.42 0.13
C -5.51527 2.87048 -2.14840 0.45 0.57 0.21 -0.51
O -5.95222 3.92387 -2.54631 0.00 -0.24 0.03 0.05
C -4.15829 2.80261 -1.49006 -0.06 -0.35 -0.01 -0.04
C -3.33589 3.90489 -1.38076 0.00 -0.05 -0.12 -0.57
Cl -3.64338 5.46863 -1.97304 0.27 0.08 0.05 0.83
N -2.18703 3.52460 -0.75307 0.24 0.48 0.20 -0.05
N -2.23610 2.22290 -0.43394 -0.10 0.05 0.03 0.15
C -3.38504 1.76062 -0.87002 -0.14 -0.12 0.05 -0.12
C -3.59763 0.26609 -0.71410 -0.09 -0.53 -0.12 -0.56
O -4.57933 -0.27857 -1.22685 -0.36 0.80 -0.12 0.03
O -2.69696 -0.38599 -0.08256 -0.99 0.78 -0.01 -0.16
C -0.94062 4.20593 -0.49679 -0.16 0.11 0.36 -0.20
C -0.79204 5.59032 -0.52788 -0.14 -0.21 0.16 -0.04
C 0.46029 6.15180 -0.30653 -0.02 0.05 -0.06 -0.08
C 1.56297 5.35596 -0.04524 0.04 -0.01 -0.03 -0.09
C 1.40383 3.97621 -0.00443 0.02 0.01 0.12 -0.07
C 0.16558 3.40282 -0.23278 -0.02 -0.05 0.14 -0.06
H -5.71973 0.96563 -1.89497 -0.13 0.45 -0.25 0.10
H -1.63239 6.23448 -0.70516 -0.08 0.06 -0.02 0.06
H 0.56232 7.23064 -0.34182 -0.02 -0.07 0.03 0.11
H 2.53485 5.80417 0.13070 -0.07 -0.03 -0.02 0.10
H 2.25159 3.33190 0.20434 -0.10 0.04 -0.02 0.10
H 0.04569 2.32946 -0.21989 0.02 0.06 0.04 0.04
N -2.70451 -1.47727 2.95350 0.20 -0.05 -0.41 0.21
C -2.67111 -2.47344 2.06163 0.43 -0.40 -0.19 -0.62
O -1.82548 -2.59113 1.15934 -0.31 0.42 0.25 -0.06
C -3.68414 -3.56936 2.25481 -0.16 0.11 -0.02 -0.55
I -5.62565 -2.88026 1.68375 0.05 -0.01 0.00 0.86
H -2.10870 -0.67741 2.80996 0.19 0.10 -0.04 0.07
H -3.49339 -1.37423 3.56364 -0.14 -0.02 0.05 0.10
H -3.75156 -3.87934 3.29218 0.00 -0.01 0.05 0.06
H -3.44602 -4.40901 1.61736 0.05 -0.03 -0.04 0.03
```
Positions in Å, forces in eV/Å.

# 2
The following is a DFT calculation (ωB97M-V with the def2-TZVPD basis set) of a 4-piece molecular cluster, C40H58BrF27N3O8 overall.

Computed properties:
**Lowest unoccupied orbital energy**: -2.26 eV
**HOMO energy**: -11.9 eV
**Net charge**: +1
**Energy**: -206678.03136 eV
**Frontier orbital gap**: 9.62 eV

```
137
Properties=species:S:1:pos:R:3:forces:R:3:lowdin_charge:R:1
C 4.83285 -1.81006 -4.45370 -0.16 0.22 0.08 -0.10
C 3.71691 -1.55427 -5.47270 0.12 0.03 0.14 -0.21
C 2.32044 -1.79811 -4.90376 -0.08 -0.08 -0.18 -0.20
O 1.62708 -0.54951 -4.81182 0.06 0.17 0.21 -0.13
C 0.37695 -0.64917 -4.18605 -0.22 -0.23 -0.12 -0.21
C 0.06148 0.78127 -3.70796 0.33 -0.18 -0.27 -0.16
C -0.47761 1.60080 -4.91205 -0.12 0.21 -0.30 -0.19
N -1.71878 2.39844 -4.74268 0.21 -0.63 0.29 -0.47
Br -2.48173 2.60641 -6.45586 0.12 0.15 0.15 0.86
C -2.75677 1.90451 -3.80552 -0.27 0.41 -0.45 -0.34
C -3.49355 3.09950 -3.11412 0.01 0.15 -0.02 -0.13
C -2.95965 4.47246 -3.52223 -0.17 0.01 -0.06 -0.20
C -3.63442 5.67777 -2.83664 0.22 -0.07 -0.01 -0.14
C -2.57308 6.58265 -2.22964 -0.15 -0.25 -0.16 -0.17
O -1.70001 6.93547 -3.32618 -0.15 0.10 0.13 -0.03
C -0.37494 6.73481 -3.10141 0.30 -0.36 -0.23 -0.54
C 0.27482 7.70890 -2.17542 0.30 -0.06 0.14 0.03
O 0.21450 5.84685 -3.66517 -0.21 0.25 0.19 0.11
C -2.26093 0.76892 -2.89328 -0.27 -0.14 -0.07 -0.18
C -2.56999 -0.58758 -3.54780 -0.19 -0.08 -0.27 -0.12
C -3.99502 -1.05155 -3.20074 -0.01 0.42 -0.41 -0.04
C -4.15775 -2.53583 -3.39230 0.09 -0.10 0.06 -0.64
F -3.23811 -3.23899 -2.70125 0.14 0.01 0.18 0.13
F -5.35535 -2.95621 -2.98583 -0.20 0.01 -0.01 0.16
F -4.00702 -2.87507 -4.67981 -0.02 0.00 -0.15 0.15
N -0.79645 0.88548 -2.47577 -0.39 0.52 0.18 -0.09
C -0.59880 -0.17011 -1.40745 0.02 -0.45 0.50 -0.06
C 0.77897 -0.68900 -0.91535 0.59 0.37 0.24 -0.20
N 1.92753 -0.67008 -1.81939 -0.12 -0.11 0.10 0.04
C -0.63085 2.29428 -1.86817 0.19 0.21 0.04 -0.04
C 0.52595 2.53856 -0.87949 -0.42 0.18 0.37 -0.09
C 0.12803 2.44052 0.62499 0.49 -0.06 -0.29 -0.07
C -0.84474 3.52952 1.00822 0.12 0.35 0.40 -0.49
O -0.47798 4.64962 1.23248 -0.16 -0.13 -0.38 0.15
O -2.16721 3.20624 1.05324 0.04 -0.09 -0.02 -0.04
C -2.56388 2.27526 2.09468 -0.20 -0.01 -0.01 -0.19
C -2.89014 0.88663 1.55827 0.30 -0.19 0.06 -0.06
H 4.85774 -0.99613 -3.72140 0.02 -0.09 0.00 0.07
H 4.66755 -2.73793 -3.90075 0.10 -0.03 -0.14 0.07
H 5.81309 -1.84797 -4.93160 -0.08 -0.04 0.04 0.07
H 3.76400 -0.50793 -5.78619 -0.04 -0.11 -0.14 0.11
H 3.87191 -2.16788 -6.36135 -0.03 0.02 0.04 0.11
H 1.73896 -2.47641 -5.53938 0.02 0.02 0.01 0.13
H 2.38204 -2.23515 -3.90164 -0.06 0.01 -0.02 0.10
H -0.37905 -0.98277 -4.90826 0.09 0.01 0.00 0.13
H 0.39983 -1.37527 -3.36851 0.08 0.12 -0.06 0.11
H 1.02893 1.20372 -3.44042 -0.09 -0.01 0.14 0.14
H 0.30850 2.30042 -5.20534 -0.14 0.02 -0.01 0.13
H -0.59326 0.91370 -5.75490 0.05 -0.09 0.15 0.08
H -3.54084 1.42690 -4.40067 0.13 -0.16 0.09 0.09
H -4.54176 3.06448 -3.42852 0.04 -0.12 0.15 0.12
H -3.50484 2.97997 -2.02457 0.07 0.03 -0.02 0.10
H -3.10829 4.56237 -4.59934 0.16 0.08 0.09 0.08
H -1.88237 4.53816 -3.38511 -0.01 -0.08 0.02 0.08
H -4.16615 6.26042 -3.59258 -0.17 -0.04 0.21 0.12
H -4.33706 5.37466 -2.05526 -0.04 0.04 -0.06 0.12
H -2.00872 6.02809 -1.47246 0.04 0.06 0.04 0.13
H -2.99895 7.47233 -1.76096 0.09 0.06 -0.15 0.13
H 1.18270 7.25498 -1.78405 0.01 0.11 0.08 0.09
H -0.39195 8.00491 -1.36749 0.02 0.07 -0.03 0.09
H 0.56088 8.59510 -2.74874 -0.14 -0.03 0.05 0.10
H -2.83465 0.84528 -1.96492 0.21 -0.04 0.06 0.14
H -2.51081 -0.48827 -4.63576 0.09 0.02 0.10 0.13
H -1.86168 -1.36878 -3.28419 -0.11 0.05 0.07 0.10
H -4.70352 -0.57920 -3.88861 -0.05 -0.05 0.17 0.14
H -4.30638 -0.77639 -2.19198 0.14 -0.20 0.08 0.14
H -1.10221 0.25432 -0.54006 0.00 0.05 -0.01 0.10
H -1.21041 -1.03148 -1.66324 0.21 0.15 -0.24 0.12
H 1.01394 -0.20135 0.03386 -0.11 0.25 0.06 0.10
H 0.63359 -1.73364 -0.64525 -0.23 0.00 -0.10 0.09
H 2.70512 -1.13615 -1.36577 -0.06 -0.09 -0.04 0.10
H 2.25098 0.25721 -2.05203 0.03 0.15 0.07 0.07
H -1.56794 2.53403 -1.36109 0.02 -0.22 -0.07 0.12
H -0.54985 2.98722 -2.70819 0.02 -0.21 -0.05 0.13
H 0.87350 3.56431 -1.04019 -0.10 -0.08 -0.09 0.13
H 1.39586 1.92179 -1.06486 0.10 -0.26 -0.10 0.10
H 1.02330 2.60724 1.23160 -0.04 -0.02 -0.15 0.14
H -0.25265 1.45901 0.88016 -0.16 -0.16 0.01 0.09
H -1.79191 2.24657 2.86599 0.00 -0.02 -0.03 0.13
H -3.44862 2.72234 2.54819 0.09 0.04 -0.10 0.13
H -3.74232 0.45720 2.08706 0.02 0.06 -0.08 0.09
H -2.05761 0.18649 1.68654 -0.04 0.09 -0.04 0.07
H -3.12174 0.93463 0.49239 -0.19 0.08 0.06 0.06
C 1.27190 -4.77924 2.72102 -0.08 -0.10 0.43 -0.04
C 1.08463 -4.11543 1.35060 0.20 0.04 0.02 -0.42
C 0.45583 -4.92362 0.20879 -0.03 0.01 0.02 -0.30
F 1.20313 -5.97501 -0.14918 0.16 -0.04 0.13 0.12
F 0.37003 -4.08949 -0.86627 -0.11 -0.02 -0.09 0.07
F 2.23272 -3.54456 0.92510 -0.05 -0.04 0.01 0.13
F 0.18315 -3.09221 1.54972 -0.07 0.03 0.05 0.07
O 2.57602 -5.22127 3.03545 0.20 0.24 -0.46 0.05
C 3.05041 -6.47068 2.74832 -0.02 -0.03 0.21 -0.55
C 4.26835 -6.41102 1.81421 0.01 -0.01 0.01 -0.28
F 3.94839 -5.80194 0.65251 -0.10 -0.02 -0.04 0.10
F 4.66158 -7.67177 1.54529 0.02 0.01 -0.05 0.11
F 2.09595 -7.28962 2.27394 -0.08 0.08 -0.14 0.16
F 3.51200 -7.01199 3.89618 -0.05 -0.05 0.06 0.14
H 1.09071 -3.98207 3.44086 -0.02 0.01 -0.02 0.15
H 0.51632 -5.54282 2.90141 0.05 -0.10 -0.19 0.12
H -0.54771 -5.26088 0.47924 0.00 0.02 -0.01 0.18
H 5.07908 -5.86469 2.29911 0.00 0.00 0.00 0.18
C -3.10498 -8.58013 5.72270 -0.38 0.01 -0.45 -0.03
C -3.09762 -8.89847 7.22786 0.29 -0.08 -0.01 -0.44
C -3.19647 -7.74368 8.23375 -0.09 -0.03 0.02 -0.31
F -2.13297 -6.91935 8.14605 0.15 0.01 -0.20 0.10
F -3.22374 -8.26680 9.47618 0.02 0.03 -0.01 0.11
F -2.04969 -9.68848 7.53087 -0.01 0.09 -0.02 0.14
F -4.24169 -9.61323 7.43877 -0.07 -0.05 -0.01 0.10
O -1.87176 -8.61016 5.02216 0.28 -0.19 0.52 0.06
C -1.06347 -7.54492 4.81290 -0.11 -0.06 -0.17 -0.54
C 0.33817 -7.76255 5.40237 0.08 -0.07 -0.03 -0.28
F 0.27875 -7.94597 6.72949 -0.13 0.11 0.06 0.12
F 1.07650 -6.65216 5.14903 -0.09 0.03 0.08 0.09
F -1.59827 -6.37482 5.20481 -0.07 -0.03 0.24 0.15
F -0.87062 -7.44044 3.46422 -0.04 0.08 -0.11 0.12
H -3.65154 -9.41583 5.28938 -0.03 0.02 0.00 0.15
H -3.67934 -7.67943 5.50476 0.13 0.12 0.14 0.15
H -4.11407 -7.17227 8.06910 0.02 0.01 -0.01 0.17
H 0.81132 -8.62679 4.93265 -0.01 0.01 -0.02 0.18
C 2.41419 6.05690 2.73167 -0.39 0.09 -0.46 -0.04
C 2.44243 5.70844 4.22769 0.22 -0.18 -0.07 -0.43
C 2.71504 6.81715 5.25171 -0.11 -0.01 0.01 -0.31
F 3.94573 7.33621 5.09365 0.12 -0.02 -0.16 0.10
F 2.63607 6.27524 6.48636 0.02 0.03 0.00 0.10
F 3.26961 4.66433 4.44520 0.00 0.07 -0.01 0.14
F 1.16942 5.29224 4.51499 -0.08 -0.01 0.01 0.09
O 3.55045 5.73904 1.94720 0.29 -0.27 0.50 0.04
C 4.58733 6.59890 1.71879 -0.20 0.00 -0.20 -0.55
C 5.92401 6.02978 2.21679 -0.02 -0.01 -0.03 -0.29
F 5.87353 5.78898 3.53956 -0.07 0.08 0.07 0.11
F 6.88858 6.94006 1.97316 0.05 -0.01 0.04 0.11
F 4.35534 7.82996 2.19568 -0.03 -0.02 0.21 0.16
F 4.71682 6.71012 0.37302 -0.02 0.08 -0.10 0.13
H 1.64363 5.40208 2.32777 -0.06 0.04 0.01 0.12
H 2.07092 7.07675 2.56021 0.15 0.11 0.16 0.15
H 1.96789 7.61066 5.16405 0.03 0.01 -0.01 0.17
H 6.15036 5.10258 1.68667 0.01 0.00 0.00 0.17
```
Positions in Å, forces in eV/Å.